Entry 1:
C44H40NO3P3Pt as an isolated structure at a distorted geometry, computed with ωB97M-V/def2-TZVPD.

Output
Orbital gap, hartree: 0.1505
Multiplicity: 1
Charge: +2
ΔE to the lowest compared entry with this formula, charge and spin, kcal per mole: 0.0
DFT total energy, eV: -85004.069

Each line ends with the Mulliken charge.
Element x y z (Å)
1 Pt 0.11 0.23 0.55  2.56
2 C 1.49 -2.77 0.24  -1.22
3 P -0.16 -2.41 0.95  2.26
4 C -0.65 -4.05 1.66  -0.02
5 C -0.19 -4.58 2.82  -0.79
6 C -0.38 -5.95 3.07  -0.53
7 C -0.91 -6.82 2.11  -0.93
8 C -1.41 -6.31 0.95  -0.63
9 C -1.50 -4.85 0.76  0.29
10 C 0.00 -1.45 2.49  0.40
11 C -1.10 -1.33 3.36  -0.25
12 C -0.96 -0.67 4.55  -1.04
13 C 0.28 -0.15 4.93  -0.71
14 C 1.38 -0.30 4.10  -0.99
15 C 1.25 -0.93 2.87  0.05
16 C 2.38 -1.59 0.04  -0.70
17 C 3.75 -1.58 -0.12  -1.04
18 C 4.11 -0.23 -0.35  -1.41
19 C 2.96 0.52 -0.33  0.38
20 C 2.76 1.98 -0.56  -1.36
21 P 1.32 2.60 0.44  1.44
22 C 0.30 3.54 -0.75  0.53
23 C -0.21 2.43 -1.60  -1.65
24 C -2.19 3.45 -2.95  -0.16
25 C -2.27 4.70 -2.16  -1.30
26 C -1.46 5.25 -1.24  -0.97
27 C -0.28 4.72 -0.55  -0.57
28 C 2.10 3.72 1.61  0.25
29 C 2.64 4.94 1.19  -0.62
30 C 3.30 5.75 2.10  -0.77
31 C 3.46 5.33 3.42  -0.56
32 C 2.94 4.12 3.84  -0.60
33 C 2.25 3.31 2.94  -0.34
34 N 1.90 -0.31 -0.10  1.46
35 H 1.29 -3.27 -0.71  0.70
36 H 1.97 -3.51 0.89  0.76
37 H 0.37 -3.97 3.53  0.48
38 H -0.04 -6.37 4.02  0.48
39 H -0.91 -7.89 2.28  0.48
40 H -1.83 -6.96 0.19  0.43
41 H -2.55 -4.63 1.03  0.40
42 H -2.06 -1.74 3.08  0.41
43 H -1.81 -0.56 5.20  0.48
44 H 0.39 0.38 5.87  0.46
45 H 2.35 0.07 4.41  0.57
46 H 2.13 -1.07 2.25  0.27
47 H 4.40 -2.44 -0.07  0.62
48 H 5.11 0.15 -0.52  0.58
49 H 2.55 2.18 -1.61  0.36
50 H 3.65 2.54 -0.28  0.71
51 H 0.62 1.78 -1.87  0.45
52 H -3.14 3.10 -3.32  0.60
53 H -3.16 5.28 -2.39  0.40
54 H -1.77 6.22 -0.88  0.35
55 H 0.12 5.35 0.24  0.47
56 H 2.54 5.26 0.16  0.52
57 H 3.71 6.70 1.78  0.41
58 H 3.99 5.96 4.13  0.41
59 H 3.05 3.80 4.87  0.43
60 H 1.83 2.37 3.25  0.27
61 O -3.22 -0.96 1.40  -0.65
62 C -2.65 -0.04 0.83  -0.18
63 O -1.74 0.74 1.35  -0.89
64 C -2.88 0.22 -0.63  -0.04
65 P -1.29 -0.14 -1.48  -0.21
66 C -1.53 0.95 -2.95  -0.08
67 C -1.16 2.39 -2.73  1.60
68 C -1.06 3.27 -3.97  -0.09
69 C -1.43 2.65 -5.25  -1.02
70 C -1.98 1.43 -5.30  -1.22
71 C -2.02 0.56 -4.14  -0.67
72 C -1.39 -1.94 -1.70  -0.09
73 C -1.66 -2.57 -2.84  -0.81
74 C -2.15 -3.96 -2.87  -1.18
75 C -2.07 -4.73 -1.80  -1.25
76 C -1.25 -4.24 -0.64  0.86
77 C -1.41 -2.71 -0.42  -1.10
78 H -3.08 1.29 -0.77  0.50
79 H -3.70 -0.37 -1.03  0.64
80 H -0.78 1.91 -0.83  0.25
81 H -0.33 4.06 -3.98  0.53
82 H -1.24 3.20 -6.16  0.46
83 H -2.31 1.02 -6.25  0.46
84 H -2.40 -0.44 -4.29  0.56
85 H -1.66 -2.02 -3.77  0.68
86 H -2.62 -4.32 -3.78  0.47
87 H -2.47 -5.73 -1.78  0.37
88 H -0.21 -4.47 -0.90  0.31
89 H -2.37 -2.54 0.10  0.87
90 O 1.14 -0.37 -2.87  -0.43
91 H 1.26 -0.23 -3.82  0.24
92 H 1.84 -0.96 -2.59  0.21

=====

Entry 2:
C44H41As3BrInN2O as an isolated structure, computed with ωB97M-V/def2-TZVPD.

Output
Orbital gap, hartree: 0.2468
Multiplicity: 1
Charge: +2
DFT total energy, eV: -309040.465

Each line ends with the Mulliken charge.
Element x y z (Å)
1 In 0.01 -0.39 -0.33  1.59
2 Br -6.11 -4.88 -0.35  -0.15
3 C -4.44 -4.03 -0.54  -0.42
4 C -3.26 -4.79 -0.52  -0.43
5 C -2.03 -4.20 -0.65  -0.47
6 C -1.91 -2.80 -0.77  0.50
7 O -0.70 -2.27 -0.88  -0.71
8 C -3.10 -2.04 -0.83  -0.37
9 C -3.07 -0.68 -1.23  0.21
10 N -2.00 0.06 -1.25  0.24
11 C -1.99 1.27 -1.99  -0.33
12 C -3.06 2.07 -2.24  -0.68
13 C -2.94 3.20 -3.08  -1.14
14 C -1.75 3.50 -3.67  -0.84
15 C -0.61 2.69 -3.42  1.48
16 C 0.64 2.93 -4.03  -0.82
17 C 1.70 2.12 -3.75  -1.19
18 C 1.53 1.08 -2.82  0.07
19 N 0.39 0.82 -2.22  -0.08
20 C -0.72 1.60 -2.54  0.51
21 C -4.36 -2.68 -0.72  -0.77
22 H -3.33 -5.87 -0.41  0.49
23 H -1.12 -4.79 -0.64  0.46
24 H -3.99 -0.27 -1.63  0.43
25 H -4.03 1.84 -1.80  0.42
26 H -3.81 3.82 -3.27  0.43
27 H -1.65 4.34 -4.34  0.46
28 H 0.74 3.75 -4.72  0.49
29 H 2.66 2.26 -4.22  0.50
30 H 2.38 0.47 -2.55  0.46
31 H -5.27 -2.08 -0.78  0.51
32 C -0.36 3.61 -0.08  -1.52
33 As -0.30 1.99 0.97  1.05
34 C -2.02 2.07 1.86  -1.17
35 C 1.04 2.41 2.30  0.60
36 C 1.83 3.54 2.12  -0.64
37 C 2.76 3.90 3.08  -0.81
38 C 2.91 3.13 4.22  -0.96
39 C 2.14 1.99 4.39  -0.41
40 C 1.20 1.60 3.44  -0.46
41 As 0.11 0.00 3.66  0.82
42 C -1.07 0.62 5.08  -1.24
43 C 1.32 -1.06 4.75  -1.51
44 H 0.50 3.70 -0.72  0.43
45 H -0.40 4.44 0.62  0.58
46 H -1.27 3.60 -0.68  0.35
47 H -1.94 2.77 2.69  0.43
48 H -2.33 1.10 2.22  0.36
49 H -2.75 2.45 1.14  0.46
50 H 1.73 4.16 1.24  0.44
51 H 3.36 4.79 2.94  0.43
52 H 3.63 3.41 4.98  0.43
53 H 2.28 1.39 5.28  0.39
54 H -0.48 0.94 5.93  0.40
55 H -1.74 -0.19 5.37  0.43
56 H -1.67 1.46 4.72  0.36
57 H 1.49 -0.59 5.72  0.64
58 H 2.27 -1.18 4.23  0.35
59 H 0.87 -2.04 4.91  0.47
60 C 5.68 -2.32 3.13  -0.64
61 C 5.64 -1.78 1.85  -0.77
62 C 4.45 -1.75 1.14  -0.75
63 C 3.29 -2.27 1.72  1.45
64 C 3.32 -2.79 3.01  -1.07
65 C 4.52 -2.82 3.71  -0.58
66 As 1.66 -2.31 0.69  0.99
67 C 0.57 -3.57 1.62  1.20
68 C 1.05 -4.86 1.84  -0.11
69 C 0.25 -5.79 2.50  -0.96
70 C -1.02 -5.43 2.94  -0.72
71 C -1.49 -4.14 2.73  -1.32
72 C -0.70 -3.22 2.06  -0.85
73 C 2.24 -3.02 -1.01  1.32
74 C 2.89 -2.13 -1.85  -0.31
75 C 3.39 -2.55 -3.07  -1.18
76 C 3.22 -3.87 -3.46  -0.73
77 C 2.56 -4.76 -2.62  -0.89
78 C 2.07 -4.34 -1.39  -0.73
79 H 6.62 -2.34 3.68  0.42
80 H 6.55 -1.39 1.40  0.46
81 H 4.44 -1.35 0.14  0.31
82 H 2.43 -3.19 3.46  0.54
83 H 4.55 -3.25 4.70  0.45
84 H 2.05 -5.14 1.55  0.63
85 H 0.63 -6.79 2.68  0.45
86 H -1.64 -6.15 3.45  0.45
87 H -2.48 -3.86 3.07  0.57
88 H -1.08 -2.22 1.89  0.72
89 H 3.06 -1.11 -1.52  0.47
90 H 3.92 -1.86 -3.72  0.46
91 H 3.61 -4.21 -4.41  0.43
92 H 2.43 -5.79 -2.92  0.46
93 H 1.55 -5.04 -0.75  0.28

=====

Entry 3:
C44H41AuFN4O8Te as an isolated structure, computed with ωB97M-V/def2-TZVPD.

Output
Orbital gap (alpha / beta), hartree: 0.2610 / 0.2349
Multiplicity: 4
ΔE to the lowest compared entry with this formula, charge and spin, kcal per mole: 26.9
<S²>: 3.803
DFT total energy, eV: -82334.045

Each line ends with the Mulliken charge.
Element x y z (Å)
1 Au -1.21 2.54 0.46  1.12
2 O -3.17 8.09 1.15  -0.53
3 C -1.85 8.07 1.30  0.37
4 O -1.21 9.05 1.61  -0.61
5 C -1.16 6.77 1.06  0.24
6 C 0.21 6.63 1.15  -0.41
7 N 0.51 5.35 0.87  0.09
8 N -0.60 4.66 0.59  -0.42
9 C -1.62 5.49 0.71  0.07
10 C -3.00 4.89 0.56  0.77
11 O -3.96 5.66 0.52  -0.83
12 O -3.07 3.62 0.50  -0.66
13 H -3.53 7.19 0.93  0.46
14 H 0.96 7.36 1.41  0.54
15 H 1.39 4.88 0.91  0.17
16 C -3.61 -5.36 2.69  -1.82
17 C -4.60 -4.46 1.98  0.62
18 C -5.94 -4.43 2.70  -1.03
19 C -6.95 -3.65 1.88  -1.07
20 C -6.41 -2.30 1.51  1.20
21 C -7.26 -1.26 1.20  -0.82
22 C -6.76 -0.01 0.87  0.13
23 F -7.65 0.96 0.58  -0.35
24 C -5.42 0.26 0.86  -1.16
25 C -4.54 -0.78 1.18  0.75
26 C -3.10 -0.48 1.19  0.30
27 O -2.69 0.60 0.76  -0.81
28 C -2.26 -1.56 1.64  0.45
29 C -2.80 -2.79 1.87  -0.44
30 N -4.11 -3.07 1.82  0.26
31 C -5.02 -2.05 1.50  -0.84
32 C -0.82 -1.33 1.86  0.24
33 O 0.00 -2.38 1.57  -0.53
34 O -0.38 -0.32 2.33  -0.52
35 H -4.09 -6.33 2.86  0.44
36 H -3.32 -4.95 3.66  0.36
37 H -2.71 -5.56 2.11  0.46
38 H -4.77 -4.85 0.97  0.16
39 H -5.79 -3.96 3.68  0.34
40 H -6.28 -5.45 2.87  0.36
41 H -7.89 -3.53 2.42  0.46
42 H -7.18 -4.21 0.97  0.34
43 H -8.33 -1.41 1.21  0.52
44 H -5.03 1.24 0.63  0.80
45 H -2.14 -3.60 2.14  0.78
46 C 5.56 -0.53 -6.45  -1.58
47 C 4.64 -0.15 -5.32  0.67
48 C 3.38 -0.71 -5.19  -1.05
49 C 2.52 -0.37 -4.15  0.91
50 C 1.18 -1.05 -4.10  -1.11
51 C 2.94 0.56 -3.19  -0.40
52 Te 1.49 1.17 -1.64  0.44
53 N 0.76 1.78 0.42  -0.21
54 C 1.30 2.18 1.58  0.39
55 O 0.63 2.65 2.51  -0.61
56 C 2.78 2.05 1.81  0.21
57 C 3.71 2.73 1.03  0.31
58 C 5.07 2.66 1.32  -0.73
59 C 5.50 1.89 2.38  -0.58
60 C 4.58 1.21 3.17  -0.66
61 C 3.22 1.30 2.89  -0.40
62 C 1.45 -0.79 -0.81  0.40
63 C 0.26 -1.46 -0.71  1.02
64 C -1.02 -1.08 -1.38  -2.05
65 C 0.21 -2.71 0.12  0.81
66 C 1.49 -3.47 0.17  -0.33
67 C 1.45 -4.91 0.59  -1.89
68 C 2.64 -2.77 0.01  -0.90
69 C 2.66 -1.40 -0.34  0.56
70 C 3.97 -0.67 -0.29  -1.24
71 C 4.20 1.15 -3.31  1.36
72 C 4.73 2.19 -2.36  -1.10
73 C 5.03 0.79 -4.37  -0.87
74 H 5.10 -1.28 -7.09  0.35
75 H 6.50 -0.93 -6.07  0.34
76 H 5.80 0.34 -7.06  0.35
77 H 3.05 -1.44 -5.92  0.28
78 H 0.99 -1.59 -5.03  0.43
79 H 0.36 -0.33 -3.97  0.24
80 H 1.13 -1.76 -3.27  0.09
81 H 3.37 3.32 0.18  0.36
82 H 5.78 3.20 0.71  0.41
83 H 6.56 1.82 2.61  0.39
84 H 4.92 0.61 4.01  0.42
85 H 2.49 0.80 3.52  0.51
86 H -1.02 -0.06 -1.76  0.29
87 H -1.88 -1.19 -0.72  0.28
88 H -1.19 -1.75 -2.23  0.34
89 H -0.63 -3.33 -0.19  0.66
90 H 0.43 -5.29 0.63  0.32
91 H 1.88 -5.03 1.59  0.35
92 H 2.02 -5.54 -0.09  0.43
93 H 3.59 -3.26 0.19  0.45
94 H 4.74 -1.30 0.15  0.49
95 H 3.90 0.24 0.31  0.08
96 H 4.30 -0.38 -1.29  0.09
97 H 4.07 2.32 -1.50  -0.68
98 H 4.85 3.16 -2.85  0.55
99 H 5.71 1.90 -1.96  0.43
100 H 6.01 1.25 -4.45  0.44

=====

Entry 4:
C44H41BaN6O2STe as an isolated structure at a distorted geometry, computed with ωB97M-V/def2-TZVPD.

Output
Orbital gap, hartree: 0.2352
Multiplicity: 1
Charge: +1
DFT total energy, eV: -78149.198

Each line ends with the Mulliken charge.
Element x y z (Å)
1 Ba 0.42 0.07 0.87  1.23
2 C -2.54 -0.05 -6.24  -1.69
3 C -1.98 0.18 -4.87  -0.11
4 C -1.90 1.45 -4.31  -0.48
5 C -1.40 1.66 -3.03  1.44
6 C -1.35 3.07 -2.53  -0.89
7 O -0.90 3.95 -3.23  -0.63
8 C -1.90 3.40 -1.18  0.41
9 C -2.81 2.58 -0.53  -0.31
10 C -3.37 2.97 0.68  -0.62
11 C -3.02 4.19 1.25  -0.53
12 C -2.11 5.02 0.59  -0.77
13 C -1.56 4.63 -0.61  -0.36
14 C -0.91 0.59 -2.26  0.83
15 O -0.37 0.84 -1.09  -1.51
16 C -0.95 -0.71 -2.82  -0.46
17 C -1.49 -0.87 -4.10  -0.38
18 C -0.38 -1.90 -2.15  0.55
19 N 0.00 -1.88 -0.93  0.44
20 C 0.64 -3.06 -0.34  -0.51
21 C 2.14 -3.13 -0.58  -0.87
22 Te 3.26 -1.29 -0.40  0.20
23 C 3.18 -0.85 -2.46  0.15
24 C 2.25 0.04 -2.97  -0.47
25 C 2.16 0.25 -4.34  -0.32
26 C 3.01 -0.43 -5.20  -0.60
27 C 3.95 -1.32 -4.69  -0.63
28 C 4.04 -1.54 -3.32  -0.34
29 C -0.24 -3.13 -2.99  -0.72
30 C -1.15 -4.18 -2.89  0.14
31 C -1.00 -5.32 -3.66  -0.86
32 C 0.06 -5.42 -4.55  -0.58
33 C 0.97 -4.38 -4.66  -0.87
34 C 0.82 -3.23 -3.89  0.56
35 H -2.92 0.87 -6.67  0.40
36 H -3.36 -0.77 -6.22  0.36
37 H -1.78 -0.45 -6.92  0.33
38 H -2.23 2.31 -4.88  0.43
39 H -3.10 1.64 -0.99  0.58
40 H -4.10 2.34 1.18  0.47
41 H -3.47 4.51 2.18  0.39
42 H -1.87 5.99 1.01  0.56
43 H -0.87 5.27 -1.15  0.53
44 H -1.53 -1.87 -4.53  0.58
45 H 0.21 -4.00 -0.71  0.25
46 H 0.44 -3.04 0.74  0.14
47 H 2.35 -3.45 -1.60  0.34
48 H 2.61 -3.85 0.10  0.70
49 H 1.57 0.56 -2.30  0.48
50 H 1.42 0.94 -4.72  0.43
51 H 2.94 -0.27 -6.27  0.43
52 H 4.61 -1.85 -5.36  0.40
53 H 4.77 -2.23 -2.93  0.45
54 H -1.99 -4.09 -2.20  0.50
55 H -1.72 -6.12 -3.58  0.44
56 H 0.18 -6.31 -5.15  0.40
57 H 1.80 -4.45 -5.36  0.50
58 H 1.52 -2.41 -3.99  0.22
59 C 4.43 -2.87 4.51  -0.40
60 C 4.27 -1.67 3.84  -0.97
61 C 3.00 -1.25 3.48  -0.02
62 C 1.89 -2.03 3.80  0.01
63 C 2.05 -3.24 4.47  -0.39
64 C 3.32 -3.66 4.82  -0.68
65 N 0.63 -1.56 3.34  1.19
66 N -0.35 -2.03 3.94  -0.76
67 C -1.63 -1.64 3.44  -0.22
68 C -2.71 -2.10 4.18  -0.25
69 C -3.99 -1.80 3.73  -0.63
70 C -4.13 -1.06 2.56  -0.66
71 C -2.98 -0.65 1.90  -0.52
72 N -1.75 -0.92 2.33  0.40
73 H 5.42 -3.21 4.79  0.41
74 H 5.13 -1.05 3.61  0.42
75 H 2.86 -0.29 2.99  0.47
76 H 1.18 -3.84 4.69  0.46
77 H 3.45 -4.60 5.33  0.39
78 H -2.53 -2.68 5.07  0.55
79 H -4.85 -2.15 4.27  0.40
80 H -5.10 -0.82 2.17  0.48
81 H -3.06 -0.07 0.99  0.44
82 S 0.85 1.96 3.43  -0.41
83 C 0.49 3.49 4.07  0.13
84 N -0.15 4.42 3.36  0.25
85 C -0.50 5.74 3.86  -0.33
86 C 0.51 6.16 4.92  -0.79
87 C 0.61 5.07 5.97  -0.62
88 N 0.86 3.79 5.32  -0.12
89 H -0.45 4.14 2.44  -0.11
90 H -1.51 5.73 4.29  0.25
91 H -0.49 6.43 3.03  0.31
92 H 0.21 7.10 5.38  0.39
93 H 1.49 6.31 4.45  0.33
94 H -0.31 5.02 6.56  0.29
95 H 1.43 5.27 6.66  0.39
96 H 1.35 3.06 5.81  0.21

=====

Which of these has the highest multiplicity? C44H41AuFN4O8Te